Entry 1:
DFT (wB97M-V/def2-TZVPD) results for a structure of composition C43H55CsN7O5P2 at a distorted geometry.

HOMO	-5.5	eV
strongest force on any atom	0.0615	hartree/bohr
total charge	-1
relative energy (zero: lowest compared OMol25 entry of this formula, charge and spin)	57.6	kcal/mol

Each line ends with the Löwdin charge.
Element x y z (Å)
Cs1 -0.21252 1.37006 1.07107  1.6303
C1 -2.83784 -1.72728 -0.82535  -0.1059
O1 -1.60711 -2.26969 -1.23466  -0.1949
C2 -1.23587 -3.42624 -0.52563  -0.1879
C3 -0.71159 -3.18118 0.89432  -0.1986
O2 0.69744 -3.12259 0.86107  -0.2745
C4 1.24361 -2.80417 2.11962  -0.1170
H1 -3.63808 -2.47873 -0.89334  0.0893
H2 -3.05453 -0.90498 -1.50226  0.0827
H3 -2.80792 -1.33474 0.19213  0.0629
H4 -0.43085 -3.87966 -1.11073  0.1289
H5 -2.09274 -4.11962 -0.48702  0.1177
H6 -1.02680 -4.00912 1.55283  0.1276
H7 -1.11402 -2.24544 1.29994  0.0858
H8 1.11254 -3.64208 2.81853  0.0913
H9 0.77059 -1.91047 2.53606  0.0582
H10 2.30593 -2.62459 1.96480  0.0670
N1 0.56843 -0.24118 -2.71081  0.1286
C5 1.42154 -1.07136 -3.37001  -0.3551
C6 1.33152 -1.23387 -4.75623  -0.0471
C7 2.21210 -2.05428 -5.43265  -0.1105
C8 3.20843 -2.72235 -4.74188  -0.1152
C9 3.33935 -2.54023 -3.37518  -0.0842
C10 2.47120 -1.71385 -2.67500  -0.3044
P1 2.53555 -1.44008 -0.85819  1.1553
C11 3.98779 -2.51435 -0.48896  -0.3697
C12 5.31082 -2.08273 -0.52991  -0.0788
C13 6.34106 -2.96417 -0.25711  -0.0891
C14 6.07155 -4.28321 0.06287  -0.1017
C15 4.75632 -4.71915 0.11603  -0.0880
C16 3.72463 -3.84105 -0.15853  -0.1102
C17 3.37688 0.19088 -0.79926  -0.3837
C18 3.65915 0.96512 -1.91631  -0.0775
C19 4.26344 2.20075 -1.76371  -0.0813
C20 4.59309 2.67236 -0.50637  -0.0939
C21 4.31761 1.90323 0.61037  -0.0863
C22 3.70428 0.67487 0.46466  -0.1129
H11 -0.25693 0.06747 -3.19778  0.1029
H12 0.46742 -0.36439 -1.71195  0.0383
H13 0.55495 -0.70678 -5.29735  0.1034
H14 2.11681 -2.17374 -6.50434  0.0953
H15 3.89255 -3.37115 -5.27025  0.0901
H16 4.13442 -3.05174 -2.85210  0.0959
H17 5.53198 -1.05464 -0.77717  0.1049
H18 7.36567 -2.62041 -0.29838  0.0988
H19 6.88080 -4.96995 0.26854  0.0944
H20 4.54097 -5.74609 0.37602  0.0981
H21 2.69460 -4.16737 -0.11126  0.0961
H22 3.40123 0.60960 -2.90317  0.1004
H23 4.47457 2.80091 -2.63795  0.1002
H24 5.04803 3.64732 -0.39116  0.1032
H25 4.56031 2.27343 1.59552  0.1120
H26 3.45907 0.08810 1.34198  0.1120
N2 -1.11330 -0.42426 2.89060  -0.0486
C23 -1.39269 0.21010 3.82549  -0.4552
N3 -1.73856 0.72881 4.92480  0.0751
C24 -2.04468 1.91339 5.27783  -0.4496
N4 -2.40154 2.92803 5.71895  0.0922
O3 -2.60556 1.21499 0.63075  -0.6046
P2 -3.63090 2.11738 1.18260  0.5451
N5 -4.85414 2.47999 0.06540  -0.1986
C25 -4.44357 2.63607 -1.32406  -0.1988
C26 -5.71896 2.42918 -2.15022  -0.1683
C27 -6.83633 2.60958 -1.12282  -0.1763
C28 -6.21202 1.97806 0.11892  -0.2149
N6 -3.08362 3.65291 1.48418  -0.1687
C29 -1.88171 3.86842 2.30063  -0.2232
C30 -1.95434 5.34263 2.69019  -0.1538
C31 -3.45872 5.55886 2.82879  -0.1642
C32 -4.00474 4.77205 1.64233  -0.2094
N7 -4.41605 1.48066 2.49977  -0.1702
C33 -4.52771 0.04356 2.69325  -0.2005
C34 -4.88534 -0.10540 4.16671  -0.1598
C35 -5.70766 1.15027 4.44277  -0.1570
C36 -4.97473 2.21577 3.62872  -0.1962
H27 -3.66176 1.91687 -1.59106  0.1019
H28 -4.03497 3.64161 -1.46483  0.1132
H29 -5.75178 1.41335 -2.54673  0.1063
H30 -5.79201 3.13060 -2.98031  0.1039
H31 -7.77346 2.13733 -1.41809  0.1051
H32 -7.01053 3.67118 -0.93982  0.1107
H33 -6.26217 0.88022 0.04875  0.1140
H34 -6.69716 2.28626 1.04773  0.1089
H35 -0.98546 3.62705 1.72981  0.0206
H36 -1.89786 3.25350 3.20749  0.0865
H37 -1.54588 5.97382 1.89622  0.1163
H38 -1.41899 5.54329 3.61560  0.1143
H39 -3.75078 6.60683 2.79669  0.1074
H40 -3.80258 5.12118 3.76526  0.1039
H41 -3.97909 5.39245 0.73461  0.1157
H42 -5.03235 4.43037 1.77959  0.0929
H43 -3.58762 -0.44297 2.43799  0.0795
H44 -5.32350 -0.37139 2.05976  0.1088
H45 -3.97691 -0.09129 4.76581  0.0905
H46 -5.43224 -1.02468 4.36878  0.1084
H47 -5.74509 1.40708 5.50010  0.1108
H48 -6.72661 1.02124 4.06912  0.1054
H49 -4.18085 2.66681 4.23512  0.0700
H50 -5.65092 3.00921 3.29341  0.1008
O4 1.67961 2.76398 1.92318  -0.2771
C37 1.61051 3.39222 0.84788  -0.8401
O5 1.20473 2.92177 -0.23433  -0.2850
C38 1.97242 4.86195 0.87411  -0.1305
C39 2.42246 5.50449 -0.26904  -0.0334
C40 2.72711 6.85398 -0.23350  -0.0956
C41 2.56165 7.56869 0.94181  -0.1134
C42 2.09599 6.93150 2.08111  -0.0933
C43 1.80936 5.57863 2.04951  -0.0318
H51 2.53380 4.92611 -1.17517  0.1101
H52 3.09239 7.36059 -1.12034  0.0947
H53 2.79555 8.62704 0.97036  0.0918
H54 1.95965 7.49430 2.99455  0.0952
H55 1.46305 5.05018 2.92511  0.1140

Forces on atoms 1 to 6 (eV/Å):
0.6 -3.1 -0.4
-0.1 0.0 0.0
0.2 0.2 -0.1
0.2 -0.2 0.3
-0.3 -0.1 -0.2
-0.2 -0.3 -0.1

Entry 2:
DFT (wB97M-V/def2-TZVPD) results for an isolated molecule of CH5FN2 at a distorted geometry.

HOMO (alpha / beta)	-5.0 / -10.2	eV
2S+1	3
strongest force on any atom	0.1240	hartree/bohr
relative energy (zero: lowest compared OMol25 entry of this formula, charge and spin)	67.7	kcal/mol

Each line ends with the Löwdin charge.
Element x y z (Å)
C1 0.72399 -0.81578 -0.21294  -0.0797
N1 -0.42313 1.32566 0.32040  0.0623
N2 -0.60205 -0.33021 0.22294  -0.1207
F1 -1.47656 -0.47112 -0.85815  -0.0802
H1 1.26393 -1.17661 0.60764  0.0608
H2 0.59886 -1.56714 -0.92111  0.0560
H3 1.24846 0.03307 -0.60072  0.0683
H4 -1.41236 1.61524 0.30480  0.0453
H5 0.07886 1.38689 1.13714  -0.0122

Forces on atoms 1 to 6 (eV/Å):
-1.7 0.7 0.5
-2.2 5.8 -1.6
0.7 -6.0 -1.9
0.2 -0.3 0.5
0.6 -0.7 1.4
0.0 -1.3 -1.3

Entry 3:
DFT (wB97M-V/def2-TZVPD) results for a cluster of 3 separate species, C20H25IN2O6 in total at a distorted geometry.

HOMO	-9.1	eV
strongest force on any atom	0.0196	hartree/bohr
SMILES	O=C(I)CC1=C(CCc2ccccc2)C(=O)OC1=O.CN(C)C=O.CN(C)C=O

Each line ends with the Löwdin charge.
Element x y z (Å)
O1 -1.17613 -2.33298 -2.16225  0.0371
C1 -1.27914 -3.00088 -1.20115  -0.8143
I1 -1.25724 -5.14113 -1.40307  0.9152
C2 -1.44823 -2.39569 0.17335  -0.1220
C3 -0.90869 -3.19780 1.30279  -0.1452
C4 0.25028 -3.06586 1.95007  -0.0512
C5 1.40487 -2.15973 1.74091  -0.0763
C6 2.02952 -2.31929 0.32234  -0.1082
C7 2.48965 -1.01505 -0.27498  -0.2308
C8 1.62439 -0.17529 -0.98055  -0.0223
C9 2.08182 1.02373 -1.52097  -0.0656
C10 3.40957 1.41355 -1.36667  -0.0816
C11 4.27528 0.58451 -0.66003  -0.0830
C12 3.81993 -0.61971 -0.12709  -0.0462
C13 0.22549 -4.08009 3.05451  -0.3970
O2 0.92098 -4.06911 4.01306  0.1908
O3 -0.79394 -4.95367 2.81941  0.1535
C14 -1.65218 -4.30570 1.92670  -0.4547
O4 -2.78607 -4.61304 1.81986  0.1574
H1 -1.02251 -1.39966 0.21968  0.1283
H2 -2.51856 -2.29052 0.33185  0.1189
H3 2.15860 -2.47266 2.45693  0.1184
H4 1.17042 -1.12587 1.97799  0.1400
H5 2.90008 -2.95911 0.40471  0.1157
H6 1.31277 -2.78906 -0.34346  0.0990
H7 0.59538 -0.45995 -1.13208  0.0944
H8 1.38304 1.64783 -2.05144  0.0820
H9 3.75051 2.33798 -1.80555  0.0909
H10 5.30721 0.87001 -0.52185  0.0974
H11 4.52439 -1.24796 0.39965  0.1079
C15 -5.12421 -1.58209 3.67289  -0.0464
N1 -4.46058 -0.40385 3.14660  -0.1918
C16 -4.88755 0.91438 3.58715  -0.0370
C17 -3.45669 -0.48965 2.25873  -0.3560
O5 -2.85650 0.45347 1.78001  0.0236
H12 -6.18712 -1.55687 3.42594  0.0909
H13 -5.01436 -1.62231 4.75815  0.0912
H14 -4.68583 -2.48077 3.24251  0.0802
H15 -5.22139 1.50460 2.73358  0.0937
H16 -4.05609 1.43956 4.05756  0.0936
H17 -5.70211 0.81177 4.29906  0.0851
H18 -3.21425 -1.53127 2.00159  0.1061
C18 3.08000 5.70045 -4.41307  -0.0601
N2 2.00667 4.88873 -3.87547  -0.1980
C19 1.03240 4.30498 -4.78322  -0.0373
C20 1.87670 4.65271 -2.55599  -0.3591
O6 0.99595 3.97844 -2.05926  0.0085
H19 2.67179 6.56169 -4.94574  0.0889
H20 3.68743 5.11338 -5.10486  0.0890
H21 3.71528 6.05742 -3.60541  0.0816
H22 0.03105 4.65751 -4.53515  0.0936
H23 1.04051 3.21834 -4.69445  0.0910
H24 1.27435 4.58695 -5.80455  0.0850
H25 2.66302 5.13464 -1.94923  0.1352

Forces on atoms 1 to 6 (eV/Å):
0.1 0.3 -0.7
0.1 0.4 0.2
0.0 -0.1 0.1
-0.1 -0.5 0.8
0.4 0.1 -0.3
-0.4 -0.1 -0.1

Entry 4:
DFT (wB97M-V/def2-TZVPD) results for a cluster of 4 separate species, C41H67BrN2O10S in total at a distorted geometry.

HOMO	-7.5	eV
strongest force on any atom	0.0511	hartree/bohr
SMILES	CC[C@@H](Br)[C@@]1(CCCNCc2ccccc2O)CS(=O)(=O)O[C@@H](CCN)[C@H]1CC[C@H](C)CCC=C(C)C.O=C1CCCO1.O=C1CCCO1.O=C1CCCO1

Each line ends with the Löwdin charge.
Element x y z (Å)
C1 0.35084 0.97897 3.40779  -0.0872
C2 -0.60210 1.76237 2.50344  -0.3091
C3 -1.89049 0.96331 2.17257  -0.5515
Br1 -3.04998 1.23386 3.77132  0.7939
C4 -2.60583 1.37173 0.85337  -0.4004
C5 -4.10730 0.95263 0.94223  -0.2204
C6 -4.34072 -0.53563 1.22856  -0.1875
C7 -5.79883 -0.75502 1.68785  -0.2196
N1 -6.71214 -0.99976 0.54409  -0.0454
C8 -7.90126 -1.68754 1.05407  -0.1790
C9 -9.00776 -1.82513 0.03730  -0.1547
C10 -9.67976 -3.01946 -0.04188  -0.0491
C11 -10.69090 -3.23624 -0.93025  -0.0926
C12 -11.03798 -2.23949 -1.80338  -0.0935
C13 -10.39065 -1.04332 -1.74011  -0.0323
C14 -9.39633 -0.83067 -0.81733  -0.2628
O1 -8.77714 0.41862 -0.76129  0.0247
C15 -2.65711 2.93751 0.83454  -0.1479
S1 -1.47240 3.80580 -0.20334  0.6223
O2 -0.41609 4.39206 0.54985  -0.2612
O3 -2.23034 4.79514 -0.91005  -0.2777
O4 -0.88304 2.78790 -1.28145  -0.1781
C16 -1.84768 1.75367 -1.57953  -0.3005
C17 -1.60183 1.10771 -2.94189  -0.1020
C18 -2.73109 1.41392 -3.95948  -0.2453
N2 -3.10434 0.13573 -4.63171  -0.0214
C19 -2.04197 0.73225 -0.45353  -0.1905
C20 -0.88329 -0.27061 -0.30402  -0.1129
C21 0.53612 0.28706 -0.09005  -0.1623
C22 1.59460 -0.24459 -1.08535  -0.3374
C23 1.60472 -1.75882 -1.16036  -0.0618
C24 2.95290 0.37101 -0.60753  -0.1480
C25 3.84630 -0.56073 0.24986  -0.1611
C26 4.89832 -1.22002 -0.60917  -0.0845
C27 5.36755 -2.46701 -0.45486  -0.3427
C28 4.54622 -3.63966 0.00954  -0.0612
C29 6.80610 -2.78225 -0.78782  -0.0761
H1 -0.22361 0.66792 4.28533  0.0563
H2 0.75352 0.08341 2.93647  0.0645
H3 1.13979 1.63812 3.76422  0.0806
H4 -0.92378 2.61767 3.10000  0.0813
H5 -0.12092 2.18016 1.62360  0.0799
H6 -1.61924 -0.08692 2.23157  0.0805
H7 -4.68159 1.62404 1.57773  0.0843
H8 -4.48581 1.12333 -0.07723  0.1255
H9 -4.22404 -1.10996 0.30819  0.1109
H10 -3.67834 -0.94960 1.98768  0.0859
H11 -5.84542 -1.55439 2.42726  0.1138
H12 -6.13440 0.17013 2.17558  0.1125
H13 -6.98331 -0.07161 0.23961  0.0839
H14 -7.58627 -2.69962 1.31466  0.1159
H15 -8.29334 -1.22654 1.97679  0.1312
H16 -9.39843 -3.80693 0.64821  0.1176
H17 -11.21147 -4.18450 -0.94932  0.1066
H18 -11.81815 -2.38724 -2.53840  0.1084
H19 -10.65827 -0.24434 -2.42330  0.1217
H20 -9.48833 1.06618 -0.70060  0.1113
H21 -3.63051 3.23227 0.44632  0.1085
H22 -2.61036 3.35599 1.83664  0.1014
H23 -2.81934 2.25684 -1.67134  0.1295
H24 -1.53272 0.02449 -2.89797  0.1044
H25 -0.69599 1.52681 -3.38002  0.1221
H26 -3.63043 1.79648 -3.46343  0.1050
H27 -2.41212 2.11120 -4.73165  0.1098
H28 -3.85453 0.35511 -5.28299  0.0610
H29 -3.55852 -0.43504 -3.92152  0.0624
H30 -2.85464 0.12085 -0.85801  0.1339
H31 -1.10095 -1.02085 0.45636  0.1194
H32 -0.86161 -0.84648 -1.23187  0.0923
H33 0.89054 -0.05236 0.88802  0.1002
H34 0.63045 1.36917 -0.09020  0.0942
H35 1.37458 0.23201 -2.04879  0.1268
H36 0.77395 -2.16750 -1.73984  0.0764
H37 1.59561 -2.23282 -0.17768  0.0735
H38 2.52690 -2.08464 -1.64685  0.0799
H39 2.69628 1.21924 0.03672  0.1011
H40 3.49866 0.81149 -1.44656  0.0869
H41 4.39908 0.09548 0.92978  0.1078
H42 3.29147 -1.25592 0.88212  0.1037
H43 5.29565 -0.60937 -1.41979  0.1020
H44 3.48121 -3.51601 -0.13975  0.0500
H45 4.84813 -4.50684 -0.58813  0.0828
H46 4.74752 -3.92437 1.04774  0.0737
H47 7.29695 -3.24992 0.06629  0.0783
H48 7.33524 -1.90290 -1.14820  0.0708
H49 6.83791 -3.51948 -1.60497  0.0729
O5 5.37435 1.69262 -2.88640  0.1133
C30 4.96913 2.59935 -3.55221  -0.4831
C31 3.67400 2.64226 -4.33935  -0.0742
C32 3.89403 3.83563 -5.26448  -0.1555
C33 4.83253 4.70473 -4.44074  -0.1558
O6 5.62071 3.78261 -3.66767  0.0256
H50 2.84812 2.80820 -3.64507  0.1300
H51 3.52490 1.71576 -4.88672  0.1270
H52 2.97867 4.34792 -5.55479  0.1161
H53 4.39765 3.50604 -6.17478  0.1181
H54 4.29461 5.36076 -3.75301  0.1273
H55 5.49285 5.30902 -5.05857  0.1234
O7 2.17634 -3.55998 2.35194  0.1149
C34 2.54856 -4.54876 2.91117  -0.4903
C35 2.67795 -4.75701 4.40765  -0.0712
C36 3.54957 -6.00709 4.48798  -0.1557
C37 3.18804 -6.72777 3.19778  -0.1541
O8 2.88686 -5.68553 2.25512  0.0184
H56 1.68372 -4.92208 4.82523  0.1312
H57 3.14512 -3.89624 4.87761  0.1268
H58 3.38149 -6.61005 5.37848  0.1148
H59 4.60252 -5.72145 4.46978  0.1185
H60 2.30421 -7.36013 3.30825  0.1259
H61 4.00629 -7.33230 2.81318  0.1246
O9 4.37450 2.46785 3.02801  0.1147
C38 5.43708 2.85979 2.64426  -0.4925
C39 5.67546 4.05946 1.74801  -0.0731
C40 7.11181 3.83546 1.28280  -0.1548
C41 7.70707 3.06713 2.45360  -0.1575
O10 6.61934 2.29721 2.99335  0.0258
H62 5.57265 4.96770 2.34364  0.1304
H63 4.97266 4.06879 0.91968  0.1233
H64 7.65212 4.75154 1.05044  0.1143
H65 7.11389 3.20862 0.38954  0.1187
H66 8.08424 3.72887 3.23696  0.1245
H67 8.50470 2.39350 2.14872  0.1236

Forces on atoms 1 to 6 (eV/Å):
-0.6 0.2 0.1
-0.4 0.0 0.6
1.1 0.4 -0.1
0.0 -0.2 -0.2
-0.8 0.5 1.3
0.6 -0.3 -1.2

Entry 5:
DFT (wB97M-V/def2-TZVPD) results for the ion CH2BrO2S with charge -1 at a distorted geometry.

HOMO	-3.9	eV
strongest force on any atom	0.0716	hartree/bohr
total charge	-1
relative energy (zero: lowest compared OMol25 entry of this formula, charge and spin)	14.0	kcal/mol

Each line ends with the Löwdin charge.
Element x y z (Å)
C1 0.13510 0.31540 0.66269  -0.5313
O1 1.88695 -1.23643 0.38679  -0.6025
O2 2.54935 0.46357 2.02800  -0.5489
S1 1.58257 -0.53679 1.69942  0.5783
Br1 -1.81629 0.97221 1.54557  0.1405
H1 0.55938 1.17518 0.15721  -0.0021
H2 -0.06962 -0.51256 0.02125  -0.0339

Forces on atoms 1 to 6 (eV/Å):
-0.3 0.3 1.6
0.4 0.1 0.8
1.6 2.2 0.6
-2.3 -2.2 -1.8
1.7 -0.5 -0.8
-0.2 0.3 0.0

Entry 6:
DFT (wB97M-V/def2-TZVPD) results for an isolated molecule of C6H5N3O at a distorted geometry.

HOMO	-10.3	eV
strongest force on any atom	0.1084	hartree/bohr
relative energy (zero: lowest compared OMol25 entry of this formula, charge and spin)	46.3	kcal/mol
SMILES	N#CC/C=C(/C#N)C(N)=O

Each line ends with the Löwdin charge.
Element x y z (Å)
N1 1.93217 0.90038 -1.05382  0.1925
C1 1.87076 -0.00295 -0.38032  -0.1923
C2 1.51167 -1.19454 0.42195  -0.1192
C3 0.02812 -1.36720 0.39447  -0.0108
C4 -0.76914 -0.25685 0.25946  -0.1313
C5 -2.16495 -0.61451 0.11602  -0.2015
N2 -3.28791 -0.86530 0.00202  0.1604
C6 -0.45485 1.24093 0.38968  -0.5435
N3 -0.69010 2.00252 -0.71705  0.1728
O1 0.15542 1.61056 1.34244  0.1058
H1 1.74268 -2.08038 -0.13401  0.1117
H2 1.93876 -1.61808 1.33579  0.1388
H3 -0.61325 -2.16503 0.57364  0.1042
H4 -1.02453 1.59491 -1.57889  0.1103
H5 -0.17485 2.81555 -0.97139  0.1021

Forces on atoms 1 to 6 (eV/Å):
0.7 1.8 -1.6
0.2 -2.6 2.6
-0.9 -2.0 -0.8
-1.0 5.5 0.4
-0.9 -1.5 0.1
-0.8 0.5 0.0